{"formula": "C72H180N12O24", "method": "ωB97M-V/def2-TZVPD", "total_energy_ha": -5313.0460, "homo_lumo_gap_ev": 8.3879, "homo_energy_ev": -7.90, "total_charge": 0, "smiles": "COCCNCCOC.COCCNCCOC.COCCNCCOC.COCCNCCOC.COCCNCCOC.COCCNCCOC.COCCNCCOC.COCCNCCOC.COCCNCCOC.COCCNCCOC.COCCNCCOC.COCCNCCOC", "lumo_energy_ev": 0.49, "e_above_lowest_kcal_mol": 280.8, "molar_mass_g_mol": 1598.3, "elements": ["C", "O", "C", "C", "N", "C", "C", "O", "C", "H", "H", "H", "H", "H", "H", "H", "H", "H", "H", "H", "H", "H", "H", "H", "C", "O", "C", "C", "N", "C", "C", "O", "C", "H", "H", "H", "H", "H", "H", "H", "H", "H", "H", "H", "H", "H", "H", "H", "C", "O", "C", "C", "N", "C", "C", "O", "C", "H", "H", "H", "H", "H", "H", "H", "H", "H", "H", "H", "H", "H", "H", "H", "C", "O", "C", "C", "N", "C", "C", "O", "C", "H", "H", "H", "H", "H", "H", "H", "H", "H", "H", "H", "H", "H", "H", "H", "C", "O", "C", "C", "N", "C", "C", "O", "C", "H", "H", "H", "H", "H", "H", "H", "H", "H", "H", "H", "H", "H", "H", "H", "C", "O", "C", "C", "N", "C", "C", "O", "C", "H", "H", "H", "H", "H", "H", "H", "H", "H", "H", "H", "H", "H", "H", "H", "C", "O", "C", "C", "N", "C", "C", "O", "C", "H", "H", "H", "H", "H", "H", "H", "H", "H", "H", "H", "H", "H", "H", "H", "C", "O", "C", "C", "N", "C", "C", "O", "C", "H", "H", "H", "H", "H", "H", "H", "H", "H", "H", "H", "H", "H", "H", "H", "C", "O", "C", "C", "N", "C", "C", "O", "C", "H", "H", "H", "H", "H", "H", "H", "H", "H", "H", "H", "H", "H", "H", "H", "C", "O", "C", "C", "N", "C", "C", "O", "C", "H", "H", "H", "H", "H", "H", "H", "H", "H", "H", "H", "H", "H", "H", "H", "C", "O", "C", "C", "N", "C", "C", "O", "C", "H", "H", "H", "H", "H", "H", "H", "H", "H", "H", "H", "H", "H", "H", "H", "C", "O", "C", "C", "N", "C", "C", "O", "C", "H", "H", "H", "H", "H", "H", "H", "H", "H", "H", "H", "H", "H", "H", "H"], "xyz": [[26.20, 6.17, -24.96], [25.84, 6.36, -23.63], [25.96, 7.62, -23.11], [25.37, 7.62, -21.61], [26.03, 6.90, -20.56], [26.13, 5.40, -20.60], [24.82, 4.75, -20.07], [24.79, 3.37, -20.45], [23.72, 2.48, -20.35], [25.44, 6.65, -25.59], [26.17, 5.09, -25.10], [27.14, 6.65, -25.21], [25.51, 8.38, -23.74], [27.00, 7.91, -22.99], [24.29, 7.51, -21.63], [25.38, 8.65, -21.26], [26.98, 7.23, -20.65], [27.00, 5.07, -20.02], [26.31, 5.11, -21.63], [23.89, 5.27, -20.30], [24.88, 4.53, -19.00], [23.29, 2.70, -19.37], [24.24, 1.54, -20.54], [23.05, 2.67, -21.18], [23.01, -8.82, -23.64], [23.85, -8.18, -24.64], [24.01, -6.81, -24.45], [24.70, -6.19, -25.66], [24.98, -4.75, -25.51], [26.03, -4.45, -24.49], [26.18, -2.90, -24.32], [24.89, -2.26, -23.93], [24.95, -1.00, -23.30], [21.97, -8.63, -23.93], [23.12, -8.55, -22.59], [23.04, -9.89, -23.85], [24.78, -6.84, -23.67], [23.06, -6.37, -24.15], [23.98, -6.31, -26.46], [25.51, -6.84, -25.99], [24.15, -4.19, -25.44], [26.95, -4.93, -24.82], [25.81, -4.82, -23.49], [26.38, -2.49, -25.31], [26.99, -2.80, -23.60], [24.20, -0.80, -22.53], [25.07, -0.33, -24.15], [25.77, -0.84, -22.61], [19.09, -2.37, -14.94], [20.18, -2.11, -13.98], [21.49, -2.52, -14.47], [22.62, -1.70, -13.79], [22.55, -1.56, -12.32], [22.81, -2.82, -11.56], [22.36, -2.83, -10.07], [23.32, -2.06, -9.33], [22.90, -1.97, -7.93], [18.20, -2.36, -14.31], [19.07, -3.31, -15.48], [19.02, -1.52, -15.62], [21.63, -2.33, -15.54], [21.59, -3.60, -14.36], [22.54, -0.72, -14.26], [23.59, -2.11, -14.08], [21.78, -1.07, -11.90], [23.80, -3.27, -11.61], [22.08, -3.44, -12.07], [22.40, -3.86, -9.69], [21.34, -2.46, -9.99], [23.59, -1.42, -7.28], [22.83, -2.92, -7.39], [21.94, -1.48, -7.82], [17.66, 11.27, -14.00], [17.70, 10.39, -15.18], [19.03, 9.91, -15.58], [18.84, 8.74, -16.56], [18.34, 7.67, -15.83], [18.05, 6.49, -16.61], [19.29, 5.88, -17.38], [18.90, 4.65, -18.11], [20.00, 4.29, -18.98], [18.22, 10.88, -13.14], [16.60, 11.49, -13.89], [18.06, 12.24, -14.29], [19.66, 9.65, -14.73], [19.72, 10.66, -15.97], [19.80, 8.59, -17.06], [18.06, 9.02, -17.27], [17.75, 7.93, -15.05], [17.15, 6.46, -17.22], [17.87, 5.70, -15.87], [19.93, 5.40, -16.64], [19.97, 6.45, -18.02], [20.19, 5.05, -19.75], [19.58, 3.35, -19.32], [20.90, 3.96, -18.46], [17.98, 0.48, -17.78], [18.29, 0.22, -19.19], [19.58, -0.31, -19.32], [19.96, -0.25, -20.81], [20.59, 1.00, -21.26], [20.80, 1.10, -22.74], [19.73, 1.95, -23.50], [19.34, 3.16, -22.82], [18.05, 3.18, -22.22], [16.93, 0.55, -17.53], [18.35, 1.47, -17.49], [18.37, -0.33, -17.17], [19.62, -1.34, -18.99], [20.26, 0.26, -18.69], [19.08, -0.46, -21.41], [20.72, -0.99, -21.05], [20.16, 1.84, -20.90], [21.04, 0.15, -23.23], [21.73, 1.61, -23.01], [18.87, 1.31, -23.72], [20.17, 2.16, -24.47], [17.37, 3.80, -22.81], [18.11, 3.79, -21.32], [17.57, 2.24, -21.96], [22.23, 9.78, -11.55], [22.61, 8.87, -10.49], [23.89, 9.07, -9.81], [24.38, 7.74, -9.08], [24.93, 6.76, -9.98], [25.75, 5.69, -9.31], [26.16, 4.57, -10.22], [26.99, 3.72, -9.41], [27.17, 2.36, -9.86], [22.93, 9.57, -12.36], [22.27, 10.87, -11.59], [21.26, 9.46, -11.94], [23.67, 9.92, -9.17], [24.49, 9.44, -10.65], [23.71, 7.27, -8.37], [25.25, 8.07, -8.51], [24.22, 6.19, -10.42], [25.28, 5.23, -8.44], [26.67, 6.16, -8.97], [26.79, 4.88, -11.06], [25.27, 4.00, -10.48], [27.79, 1.84, -9.13], [27.73, 2.29, -10.79], [26.20, 1.86, -9.76], [29.62, -2.10, -9.64], [29.18, -0.79, -9.91], [28.47, -0.77, -11.15], [26.99, -0.89, -10.78], [26.50, -2.27, -10.43], [26.82, -3.19, -11.54], [26.61, -4.71, -10.92], [25.33, -5.18, -10.74], [25.16, -6.40, -10.03], [28.91, -2.90, -9.48], [30.30, -2.21, -8.80], [30.30, -2.42, -10.43], [28.73, -1.52, -11.89], [28.54, 0.23, -11.58], [26.34, -0.69, -11.63], [26.70, -0.19, -9.99], [25.58, -2.19, -10.01], [27.86, -3.18, -11.87], [26.07, -3.06, -12.32], [27.15, -4.90, -9.99], [27.13, -5.45, -11.51], [24.13, -6.52, -9.70], [25.80, -6.37, -9.15], [25.59, -7.18, -10.65], [19.25, 6.92, -11.23], [18.04, 6.28, -11.53], [17.10, 6.43, -10.42], [16.33, 5.11, -10.23], [17.19, 3.98, -9.75], [18.22, 3.42, -10.67], [17.57, 2.80, -11.94], [18.62, 1.99, -12.49], [18.54, 0.59, -12.28], [19.26, 8.01, -11.26], [19.91, 6.52, -11.99], [19.73, 6.57, -10.32], [16.38, 7.10, -10.89], [17.63, 6.89, -9.58], [15.61, 5.02, -11.04], [15.64, 5.33, -9.41], [17.68, 4.15, -8.88], [18.86, 2.68, -10.19], [18.90, 4.23, -10.94], [17.26, 3.50, -12.72], [16.68, 2.26, -11.65], [19.26, -0.03, -12.81], [17.53, 0.29, -12.59], [18.92, 0.43, -11.27], [23.24, 9.49, -17.99], [23.49, 8.86, -16.77], [22.63, 7.77, -16.56], [23.32, 6.46, -16.68], [24.72, 6.51, -16.33], [24.82, 6.33, -14.83], [26.24, 6.56, -14.20], [26.35, 8.03, -14.20], [27.43, 8.50, -13.38], [24.07, 10.17, -18.19], [22.27, 9.98, -18.12], [23.52, 8.67, -18.65], [21.81, 7.85, -17.29], [22.21, 7.92, -15.57], [23.23, 6.16, -17.72], [22.76, 5.76, -16.06], [24.83, 7.51, -16.40], [24.43, 5.32, -14.67], [24.07, 6.93, -14.32], [26.97, 6.05, -14.83], [26.31, 6.14, -13.20], [28.37, 8.42, -13.94], [27.45, 7.98, -12.43], [27.28, 9.57, -13.23], [23.79, 0.30, -4.06], [22.63, 1.12, -4.42], [22.13, 0.81, -5.65], [21.14, 1.84, -6.12], [21.65, 3.13, -6.56], [20.66, 4.05, -7.11], [19.55, 4.38, -6.10], [18.54, 4.99, -6.94], [17.17, 5.05, -6.29], [23.47, -0.71, -4.30], [24.15, 0.46, -3.05], [24.68, 0.54, -4.64], [21.58, -0.13, -5.58], [22.87, 0.66, -6.43], [20.48, 2.08, -5.29], [20.50, 1.25, -6.78], [22.60, 3.25, -6.88], [20.34, 3.82, -8.13], [21.42, 4.83, -7.02], [20.00, 5.13, -5.45], [19.10, 3.58, -5.50], [16.37, 5.33, -6.98], [17.12, 5.73, -5.44], [16.92, 4.01, -6.05], [22.85, 0.26, -17.43], [21.88, 0.47, -16.40], [21.72, 1.84, -16.01], [20.81, 1.66, -14.75], [20.90, 2.64, -13.66], [22.24, 2.77, -13.08], [22.22, 3.52, -11.67], [21.67, 2.76, -10.58], [22.41, 1.54, -10.19], [22.45, 0.77, -18.30], [22.93, -0.79, -17.71], [23.88, 0.59, -17.27], [21.17, 2.44, -16.73], [22.71, 2.24, -15.77], [21.18, 0.71, -14.39], [19.76, 1.56, -15.05], [20.18, 2.47, -12.97], [22.67, 3.43, -13.83], [22.88, 1.88, -13.07], [21.53, 4.36, -11.77], [23.21, 3.90, -11.41], [23.43, 1.86, -9.96], [22.52, 0.78, -10.96], [22.07, 1.12, -9.24], [26.56, 2.98, -17.40], [27.60, 2.19, -16.76], [28.64, 1.90, -17.67], [29.87, 1.12, -17.04], [30.61, 2.20, -16.40], [31.56, 1.61, -15.41], [32.38, 2.67, -14.69], [33.07, 2.18, -13.50], [33.40, 3.29, -12.71], [25.80, 3.03, -16.61], [26.08, 2.56, -18.28], [26.98, 3.93, -17.73], [28.98, 2.79, -18.21], [28.25, 1.37, -18.54], [30.40, 0.69, -17.89], [29.53, 0.35, -16.35], [30.01, 2.87, -15.94], [32.18, 0.96, -16.02], [31.14, 0.99, -14.61], [31.79, 3.56, -14.46], [33.09, 3.14, -15.37], [32.63, 3.98, -12.38], [34.24, 3.83, -13.15], [33.87, 2.77, -11.87]], "mulliken_charge": [-0.818, -0.168, -0.638, -1.104, -0.242, -0.573, 0.246, -0.479, -0.388, 0.299, 0.215, 0.338, 0.470, 0.327, 0.383, 0.499, 0.291, 0.358, 0.284, 0.395, -0.280, 0.124, 0.186, 0.272, -0.818, -0.372, -0.118, -0.950, -0.295, -0.393, -0.685, -0.269, -0.794, 0.329, 0.310, 0.295, 0.244, 0.296, 0.360, 0.331, 0.289, 0.313, 0.286, 0.358, 0.407, 0.233, 0.334, 0.305, -0.777, -0.171, -0.788, -0.449, 0.605, -0.788, -0.882, -0.095, -1.018, 0.305, 0.402, 0.006, 0.443, 0.621, -0.301, 0.407, -0.124, 0.226, 0.414, 0.345, 0.478, 0.281, 0.426, 0.304, -0.698, -0.361, -0.680, -0.351, 0.143, -1.014, 0.088, -0.476, -0.198, 0.203, 0.265, 0.336, 0.136, 0.557, 0.186, 0.268, 0.261, 0.304, 0.231, 0.059, 0.299, 0.586, -0.274, 0.127, 0.026, -0.451, -0.045, -1.017, 0.603, -0.746, -0.733, -0.378, -0.522, 0.391, 0.053, -0.228, 0.376, -0.012, 0.348, 0.443, -0.253, 0.626, 0.200, 0.339, 0.450, 0.324, 0.051, 0.280, -0.503, -0.237, -0.610, -0.681, 0.261, -1.043, 0.790, -0.437, -0.516, 0.217, 0.388, 0.023, 0.352, 0.328, 0.350, 0.397, -0.035, 0.202, 0.426, 0.112, -0.489, 0.404, 0.332, -0.048, -0.719, -0.344, -0.821, -0.627, -0.026, -0.232, -0.993, -0.187, -0.859, 0.171, 0.358, 0.287, 0.500, 0.353, 0.308, 0.487, 0.107, 0.452, 0.071, 0.435, 0.440, 0.234, 0.379, 0.318, -0.845, -0.176, -0.540, -0.939, -0.327, 0.463, -1.236, -0.072, -0.520, 0.356, 0.240, 0.312, 0.318, 0.404, 0.341, 0.417, 0.247, 0.318, -0.174, 0.232, 0.429, -0.168, 0.345, 0.234, -0.765, -0.369, -0.450, 0.159, -0.128, -0.344, 0.321, -0.247, -0.748, 0.293, 0.228, 0.311, 0.377, 0.249, -0.197, -0.147, 0.465, 0.146, 0.215, 0.343, -0.452, 0.302, 0.215, 0.230, -0.691, -0.442, -0.550, -0.553, -0.052, -0.167, -0.471, -0.263, -0.822, 0.302, 0.273, 0.260, 0.453, 0.266, 0.324, 0.260, 0.168, -0.092, 0.216, 0.256, 0.465, 0.206, 0.338, 0.378, -0.781, 0.455, 0.421, 0.419, 0.470, 0.345, -0.085, 0.178, -0.022, -0.054, 0.256, 0.229, -0.593, 0.288, -1.078, 0.166, 0.209, -0.122, 0.049, 0.072, -0.576, -0.017, -0.102, 0.107, -0.826, -0.257, -0.818, -0.507, -0.328, -0.512, -0.494, -0.313, -0.753, 0.170, 0.408, 0.364, 0.392, 0.540, 0.316, 0.319, 0.248, 0.262, 0.233, 0.311, 0.318, 0.315, 0.310, 0.270]}

---

{"formula": "C30H28Cl3IrN2O2S2", "method": "ωB97M-V/def2-TZVPD", "total_energy_ha": -3701.0458, "s2": 0.756, "homo_lumo_gap_ev": [7.6763, 5.7100], "homo_energy_ev": [-10.79, -10.81], "total_charge": 1, "lumo_energy_ev": [-3.11, -5.10], "spin_multiplicity": 2, "e_above_lowest_kcal_mol": 3.4, "molar_mass_g_mol": 811.3, "elements": ["Ir", "C", "C", "C", "C", "C", "C", "C", "C", "C", "C", "H", "H", "H", "H", "H", "H", "H", "H", "H", "H", "H", "H", "H", "H", "H", "Cl", "C", "C", "C", "Cl", "C", "O", "C", "Cl", "C", "H", "H", "S", "C", "N", "C", "C", "C", "N", "H", "H", "H", "H", "C", "C", "O", "S", "C", "C", "C", "C", "C", "C", "C", "C", "H", "H", "H", "H", "H", "H", "H"], "xyz": [[0.39, 1.94, 0.61], [2.24, 3.04, 0.02], [1.07, 3.78, -0.34], [0.37, 4.12, 0.89], [1.12, 3.56, 1.98], [2.29, 2.92, 1.45], [3.48, 2.43, 2.20], [0.77, 3.67, 3.43], [-0.85, 4.97, 1.00], [0.71, 4.25, -1.71], [3.30, 2.55, -0.90], [4.30, 3.13, 2.03], [3.81, 1.45, 1.83], [3.29, 2.36, 3.26], [1.12, 4.62, 3.83], [1.22, 2.86, 4.00], [-0.31, 3.62, 3.58], [-1.44, 4.70, 1.88], [-1.49, 4.86, 0.12], [-0.57, 6.02, 1.09], [1.25, 5.18, -1.92], [-0.35, 4.45, -1.80], [0.99, 3.52, -2.46], [4.13, 3.26, -0.89], [2.93, 2.46, -1.92], [3.68, 1.58, -0.59], [-1.53, -1.69, 7.08], [-1.27, -0.94, 5.54], [0.01, -0.78, 5.06], [0.21, -0.19, 3.83], [1.84, -0.04, 3.24], [-0.86, 0.27, 3.04], [-0.76, 0.80, 1.83], [-2.15, 0.07, 3.57], [-3.50, 0.59, 2.63], [-2.37, -0.52, 4.80], [0.86, -1.13, 5.63], [-3.37, -0.65, 5.17], [-1.51, 1.97, -0.82], [-1.95, 0.34, -1.17], [-1.81, -0.61, -0.23], [-2.05, -1.91, -0.48], [-2.52, -2.27, -1.71], [-2.75, -1.23, -2.61], [-2.46, 0.04, -2.36], [-1.46, -0.29, 0.69], [-1.86, -2.60, 0.32], [-2.69, -3.30, -1.99], [-3.16, -1.44, -3.59], [-1.95, -7.16, -4.38], [-1.39, -5.87, -3.86], [-2.04, -5.06, -3.24], [0.34, -5.66, -4.23], [0.66, -4.14, -3.38], [0.52, -2.93, -4.05], [0.73, -1.74, -3.38], [1.08, -1.75, -2.03], [1.26, -2.97, -1.37], [1.05, -4.16, -2.04], [1.14, -0.52, -1.28], [0.98, 0.44, -0.57], [-3.03, -7.08, -4.47], [-1.71, -7.96, -3.67], [-1.51, -7.43, -5.34], [0.23, -2.93, -5.09], [0.59, -0.79, -3.89], [1.56, -2.97, -0.33], [1.17, -5.10, -1.53]], "mulliken_charge": [2.084, -0.407, 1.062, 0.606, 0.534, 0.945, -1.834, -1.640, -1.524, -1.368, -1.478, 0.357, 0.399, 0.471, 0.337, 0.391, 0.337, 0.393, 0.319, 0.357, 0.353, 0.297, 0.425, 0.373, 0.328, 0.341, -0.195, 0.314, -0.765, 0.763, -0.165, -0.842, -1.007, 0.652, -0.176, -0.641, 0.476, 0.470, -0.427, 0.493, 0.535, -0.151, -0.542, -0.288, -0.503, -0.069, 0.500, 0.576, 0.468, -1.176, 0.698, -0.483, -0.186, -0.070, -0.457, -0.649, 0.241, -0.633, -0.371, 0.401, -1.254, 0.324, 0.299, 0.384, 0.466, 0.501, 0.567, 0.461]}

---

{"formula": "C4H5NO", "method": "ωB97M-V/def2-TZVPD", "total_energy_ha": -285.3208, "homo_lumo_gap_ev": 9.7230, "homo_energy_ev": -9.11, "total_charge": 0, "lumo_energy_ev": 0.62, "e_above_lowest_kcal_mol": 58.9, "molar_mass_g_mol": 83.1, "elements": ["O", "C", "C", "C", "C", "N", "H", "H", "H", "H", "H"], "xyz": [[-1.56, 0.34, 1.57], [-0.53, 0.13, 0.70], [-0.10, 0.97, -0.34], [0.77, 0.21, -1.12], [0.85, -1.06, -0.54], [0.04, -1.18, 0.54], [-2.38, 0.30, 1.06], [-0.40, 2.00, -0.48], [1.31, 0.54, -2.00], [1.51, -1.87, -0.81], [0.44, -0.33, 1.40]], "nbo_charge": [-0.672, 0.233, -0.304, -0.254, -0.074, -0.459, 0.484, 0.231, 0.224, 0.208, 0.384]}